Entry 1:
{
  "formula": "C32H62BNO27",
  "method": "ωB97M-V/def2-TZVPD",
  "species": ["C", "C", "O", "C", "C", "O", "C", "O", "B", "O", "C", "C", "N", "C", "C", "O", "C", "C", "O", "H", "H", "H", "H", "H", "H", "H", "H", "H", "H", "H", "H", "H", "H", "H", "H", "H", "H", "H", "H", "C", "O", "C", "O", "O", "C", "H", "H", "H", "H", "H", "H", "C", "O", "C", "O", "O", "C", "H", "H", "H", "H", "H", "H", "C", "O", "C", "O", "O", "C", "H", "H", "H", "H", "H", "H", "C", "O", "C", "O", "O", "C", "H", "H", "H", "H", "H", "H", "C", "O", "C", "O", "O", "C", "H", "H", "H", "H", "H", "H", "C", "O", "C", "O", "O", "C", "H", "H", "H", "H", "H", "H", "C", "O", "C", "O", "O", "C", "H", "H", "H", "H", "H", "H"],
  "coordinates": [[0.94975, -0.99282, 2.88957], [1.45342, -0.20495, 4.09686], [0.64118, -0.39039, 5.24432], [0.18353, 0.80314, 5.83742], [-1.11966, 1.23293, 5.13924], [-2.18898, 0.66540, 5.89701], [-3.06692, -0.04104, 5.07638], [-2.77466, -1.12981, 4.65341], [-4.44843, 0.70022, 4.68209], [-4.98098, 0.27280, 3.48576], [-5.14986, 1.81496, 5.52420], [-4.89039, 3.18439, 4.86179], [-1.41476, 2.66588, 5.01974], [-0.80025, 3.28692, 3.85706], [0.67837, 3.55338, 3.72707], [-1.52872, 3.57439, 2.92119], [-1.33968, 3.41609, 6.25843], [-0.09253, 4.14720, 6.68653], [-2.34323, 3.48825, 6.94841], [0.32769, -1.82851, 3.18243], [0.42845, -0.36055, 2.17808], [1.81694, -1.37722, 2.36316], [1.53504, 0.83449, 3.78872], [2.44748, -0.56769, 4.34244], [0.96315, 1.55597, 5.78150], [-0.06086, 0.56652, 6.86488], [-1.11656, 0.76724, 4.15827], [-5.09561, 1.06686, 2.95111], [-6.22036, 1.62457, 5.53952], [-4.79288, 1.79845, 6.54884], [-5.50478, 3.29959, 3.97202], [-5.13210, 4.00388, 5.52436], [-3.85243, 3.26393, 4.55854], [1.26206, 3.30490, 4.59953], [1.10616, 3.08972, 2.84821], [0.78400, 4.62695, 3.59381], [0.82087, 3.57422, 6.59197], [0.02657, 5.05081, 6.09447], [-0.20025, 4.43990, 7.71920], [-1.19588, 0.40201, -3.09173], [-2.25686, -0.07808, -2.26120], [-2.14828, 0.27256, -0.97972], [-1.26059, 0.92961, -0.50475], [-3.18599, -0.23319, -0.32058], [-3.18658, 0.06907, 1.07992], [-1.39732, 0.04962, -4.10008], [-1.17000, 1.48964, -3.09042], [-0.23766, 0.00353, -2.76131], [-3.22929, 1.14855, 1.23361], [-2.29599, -0.34159, 1.55351], [-4.05660, -0.40194, 1.50779], [1.58397, -4.93721, -6.51761], [0.43636, -4.19570, -6.09710], [0.14981, -4.31954, -4.80311], [0.75775, -4.97975, -4.00517], [-0.92896, -3.58184, -4.54753], [-1.36298, -3.61199, -3.18321], [1.69915, -4.74598, -7.58009], [2.47385, -4.59989, -5.98982], [1.43453, -6.00270, -6.35464], [-0.58758, -3.22092, -2.52728], [-1.64096, -4.62060, -2.88340], [-2.23739, -2.97039, -3.11768], [3.84915, 9.66025, 2.41503], [2.77339, 8.74077, 2.61492], [2.50276, 7.98029, 1.55602], [3.07358, 8.01183, 0.50021], [1.48899, 7.17657, 1.87318], [1.08703, 6.29442, 0.82200], [3.95988, 10.20890, 3.34536], [4.77286, 9.12893, 2.19514], [3.61641, 10.35446, 1.61033], [1.90452, 5.63163, 0.54384], [0.74757, 6.85245, -0.04775], [0.26319, 5.70054, 1.20914], [8.03431, -0.89069, 2.89619], [6.72938, -0.55611, 3.37360], [6.60296, -0.61071, 4.69743], [7.46628, -0.90486, 5.47816], [5.34916, -0.28150, 5.00607], [5.06849, -0.29870, 6.40629], [7.99533, -0.80648, 1.81443], [8.77596, -0.19742, 3.28763], [8.29389, -1.91082, 3.17111], [5.69149, 0.42008, 6.93493], [5.21522, -1.29558, 6.81649], [4.02412, -0.02039, 6.51914], [-1.61013, -1.67782, -10.48639], [-2.66479, -2.18297, -9.66724], [-2.55997, -1.85441, -8.38021], [-1.68209, -1.19415, -7.89252], [-3.59591, -2.38044, -7.73319], [-3.60139, -2.10769, -6.33019], [-1.81813, -2.01608, -11.49705], [-1.59336, -0.58999, -10.46474], [-0.64905, -2.07260, -10.16253], [-3.65448, -1.03572, -6.14707], [-2.71797, -2.52987, -5.85681], [-4.48817, -2.58093, -5.91854], [5.25907, 2.32364, -2.35695], [4.24574, 1.31815, -2.30391], [4.05333, 0.67754, -3.45494], [4.64501, 0.87771, -4.48096], [3.09078, -0.22354, -3.27088], [2.77579, -0.98964, -4.43478], [5.30980, 2.75982, -1.36385], [6.22242, 1.88555, -2.61025], [4.99801, 3.09506, -3.07852], [3.64181, -1.55780, -4.76873], [2.41649, -0.34557, -5.23501], [1.98446, -1.67744, -4.14842], [-6.12485, -8.78710, -3.15267], [-5.30306, -7.64159, -3.38474], [-4.23201, -7.88252, -4.13730], [-3.92553, -8.94289, -4.61048], [-3.55863, -6.74163, -4.27440], [-2.37382, -6.85188, -5.06487], [-6.95068, -8.45090, -2.53318], [-6.51160, -9.17888, -4.09121], [-5.56767, -9.55930, -2.62625], [-2.61250, -7.16626, -6.07902], [-1.67012, -7.54699, -4.61087], [-1.92896, -5.86296, -5.09616]],
  "homo_lumo_gap_ev": 9.79,
  "charge": 0
}

Entry 2:
{
  "formula": "C9H14O",
  "method": "ωB97M-V/def2-TZVPD",
  "species": ["C", "C", "H", "H", "H", "H", "H", "H", "C", "C", "C", "C", "C", "C", "C", "O", "H", "H", "H", "H", "H", "H", "H", "H"],
  "coordinates": [[-2.53507, 0.67914, 1.50717], [-1.22804, 0.29030, 2.14496], [-3.05682, 1.44453, 2.10809], [-2.48766, 1.07952, 0.49598], [-3.15505, -0.22536, 1.55998], [-0.55673, 0.09492, 1.26632], [-1.29223, -0.62542, 2.69107], [-0.78655, 1.01695, 2.71574], [1.13821, 1.97598, -1.96801], [1.60290, -0.85643, 0.47961], [0.76549, -1.86906, -0.10307], [1.66714, 0.39278, -0.09968], [1.08492, 0.62108, -1.34517], [0.05960, -1.58655, -1.27012], [0.26788, -0.33690, -1.89181], [0.92765, -3.08378, 0.52745], [2.12316, -1.08400, 1.28842], [2.16656, 1.18631, 0.43032], [-0.66918, -2.35818, -1.61046], [0.33327, -3.69377, 0.12374], [1.66773, 2.55541, -1.20221], [0.21518, 2.50828, -2.14668], [-0.08617, -0.13266, -2.86668], [1.83382, 2.00690, -2.83496]],
  "homo_lumo_gap_ev": [2.98, 7.21],
  "de_lowest_kcal_mol": 22.8,
  "charge": -1,
  "spin_multiplicity": 2
}

Entry 3:
{
  "formula": "C4H5NO2",
  "method": "ωB97M-V/def2-TZVPD",
  "species": ["O", "C", "C", "O", "N", "C", "C", "H", "H", "H", "H", "H"],
  "coordinates": [[-2.23974, -0.44682, -0.64984], [-1.73157, 0.60381, -0.33296], [-0.67666, 0.71082, 0.77959], [-0.96453, 1.49820, 1.65138], [0.49133, -0.07183, 0.83111], [1.44166, 0.06298, -0.28592], [0.80849, -1.23889, -0.00484], [-2.11046, 1.57894, -0.70702], [2.42924, 0.34124, 0.06317], [1.09982, 0.57951, -1.18904], [0.10179, -1.63949, -0.73870], [1.35065, -1.97847, 0.58305]],
  "homo_lumo_gap_ev": 9.68,
  "de_lowest_kcal_mol": 57.7,
  "charge": 0
}

Entry 4:
{
  "formula": "H41O21",
  "method": "ωB97M-V/def2-TZVPD",
  "species": ["O", "H", "H", "O", "H", "H", "O", "H", "H", "O", "H", "H", "O", "H", "H", "O", "H", "H", "O", "H", "H", "O", "H", "H", "O", "H", "H", "O", "H", "H", "O", "H", "H", "O", "H", "H", "O", "H", "H", "O", "H", "H", "O", "H", "H", "O", "H", "O", "H", "H", "O", "H", "H", "O", "H", "H", "O", "H", "H", "O", "H", "H"],
  "coordinates": [[-3.19306, -0.03433, -3.23622], [-2.09746, -2.47385, 4.37150], [-2.40314, -0.43737, -3.68608], [-1.49841, -1.99528, 3.81307], [4.28280, 0.17398, 2.32672], [0.56812, -2.36238, 0.25959], [0.81595, 0.28624, 4.03046], [-0.64950, 0.13826, 1.22304], [1.84616, -4.74778, 1.33576], [-1.06239, 0.20372, 2.13126], [2.00431, -3.38831, 1.20218], [-0.14538, -0.04717, -0.98117], [0.15424, 0.69131, -0.52071], [-4.71474, 0.10890, 0.23416], [0.94993, 4.29075, -0.69897], [-0.28350, 2.93710, -1.37070], [-3.67149, 1.12776, -0.22080], [-0.11264, 1.91279, -1.03120], [-4.63160, 1.03659, -0.04494], [2.96048, -1.73010, -4.31448], [0.76470, -0.61752, 0.95966], [-5.36183, -1.55359, 0.41385], [-0.80700, 0.29447, 2.93678], [-1.26255, 2.84360, -1.04588], [2.19405, 2.70635, -0.60451], [-4.94567, -1.53109, 1.22613], [-2.04138, -1.18656, 3.46390], [1.57065, 4.95238, -0.59376], [0.65949, 1.02477, 4.51240], [0.04671, -3.01805, 1.43863], [3.30481, -2.47694, -0.44534], [1.68332, 0.44547, -1.83323], [4.22964, -2.43829, -0.26378], [-0.76312, 3.51824, -4.15781], [1.65118, 0.34471, 3.61957], [-0.20894, 3.30454, -3.44204], [2.28194, -4.08158, 1.86388], [1.51380, 2.37842, -0.26437], [1.91233, 2.85912, -1.46223], [0.54153, 3.30264, 2.95013], [0.77169, 2.92485, 2.14361], [-0.11138, 2.73030, 3.43565], [2.62959, -0.82082, -4.53665], [-1.74952, -3.01109, -1.05019], [-1.34510, 3.58416, -3.32697], [2.55925, 0.08532, -1.89940], [2.00276, 4.70192, 0.32502], [-0.24795, -2.83517, 0.59437], [-2.79052, 0.30880, -2.51315], [3.03675, 0.74319, -1.28309], [1.54416, -1.22025, 0.79128], [-3.25574, -3.02733, 0.36115], [1.72611, -0.88364, -0.10492], [-3.12148, -2.27706, -0.28650], [-0.50978, -3.49192, -1.88399], [-2.37967, -1.63923, -0.04572], [-1.14389, -2.64732, -1.71534], [-4.71563, -1.89317, -0.21023], [2.22238, -0.66718, -3.63467], [3.59469, 0.73149, 2.46946], [2.88120, 0.31736, 2.05406], [3.13429, -2.03826, -1.29924]],
  "homo_lumo_gap_ev": 9.32,
  "de_lowest_kcal_mol": 191.0,
  "charge": -1
}

Entry 5:
{
  "formula": "C5H14N",
  "method": "ωB97M-V/def2-TZVPD",
  "species": ["C", "C", "C", "C", "C", "N", "H", "H", "H", "H", "H", "H", "H", "H", "H", "H", "H", "H", "H", "H"],
  "coordinates": [[-5.05309, 0.61176, 0.04934], [-4.05790, 1.14549, 0.93493], [-2.76760, 0.73245, 0.36097], [-2.63032, -0.64529, -0.08080], [-2.47987, -1.10368, -1.49943], [-5.14573, -0.77783, 0.28770], [-6.07591, 1.28436, 0.23940], [-4.85210, 0.58613, -1.24828], [-4.22726, 0.94304, 1.90979], [-4.17621, 2.16239, 0.53822], [-2.00429, 0.69449, 1.19610], [-2.33031, 1.36295, -0.36436], [-3.87162, -1.06714, 0.45915], [-1.83893, -1.09853, 0.55738], [-1.72548, -1.86314, -1.54499], [-3.41745, -1.57922, -2.07758], [-1.83240, -0.19804, -2.13096], [32.73654, -0.22159, 1.15513], [31.66914, 0.25245, 0.49061], [-5.91920, -1.22105, 0.76766]],
  "homo_lumo_gap_ev": [8.09, 7.40],
  "de_lowest_kcal_mol": 180.9,
  "charge": 0,
  "spin_multiplicity": 2
}

Entry 6:
{
  "formula": "C2H5O2",
  "method": "ωB97M-V/def2-TZVPD",
  "species": ["O", "H", "O", "C", "C", "H", "H", "H", "H"],
  "coordinates": [[1.85459, 0.96498, -1.78296], [1.37307, 0.66623, -0.96240], [0.52975, 0.41207, 0.43164], [-0.47382, -0.17160, 0.96782], [-1.43320, -0.95798, 0.39284], [-0.61617, -0.04775, 2.06110], [-1.45240, -1.15574, -0.67287], [-2.23701, -1.34368, 1.00086], [2.45519, 1.63346, -1.43603]],
  "homo_lumo_gap_ev": 7.15,
  "de_lowest_kcal_mol": 18.4,
  "charge": -1
}

Entry 7:
{
  "formula": "C21H34ClIOP3Tl",
  "method": "ωB97M-V/def2-TZVPD",
  "species": ["C", "C", "H", "H", "H", "O", "I", "Tl", "P", "C", "C", "H", "H", "H", "H", "H", "H", "C", "H", "H", "H", "P", "C", "C", "H", "H", "H", "C", "H", "H", "H", "H", "H", "H", "Cl", "C", "P", "C", "C", "C", "C", "C", "C", "C", "C", "C", "C", "C", "C", "H", "H", "H", "H", "H", "H", "H", "H", "H", "H", "H", "H", "H"],
  "coordinates": [[-4.19242, -0.07265, -0.74420], [-2.73871, -0.23374, -0.61568], [-4.40957, -0.30631, -1.77283], [-4.54761, 0.90737, -0.54729], [-4.72860, -0.74193, -0.12259], [-1.82182, -0.56156, -1.29100], [0.13023, -0.12277, 1.21399], [-4.15649, 1.89995, 2.82054], [-2.03087, -1.79669, 2.16173], [-0.91980, -3.20369, 2.11891], [-2.13771, -1.57991, 3.96221], [-2.36054, -2.55537, 4.40710], [-3.53771, -3.60876, 2.52965], [-2.91604, -0.86529, 4.25319], [-4.45805, -2.09794, 2.37741], [0.12449, -2.91178, 2.37368], [-1.18210, -1.22514, 4.35243], [-3.62349, -2.67294, 1.97925], [-1.24188, -3.96712, 2.85650], [-3.83195, -2.89075, 0.93864], [-0.89238, -3.68370, 1.11559], [-1.40391, 2.68581, -0.15091], [-0.05150, 3.06483, -1.32763], [-2.70551, 3.47332, -1.15192], [-1.94505, 3.97059, 1.86840], [-1.21430, 4.99617, 0.59393], [-0.19793, 3.89985, 1.56588], [-1.17744, 4.00848, 1.07781], [-3.66067, 3.55474, -0.63900], [-2.35323, 4.46689, -1.42967], [-0.16353, 4.09671, -1.67203], [-0.13462, 2.38123, -2.18996], [-2.86701, 2.90666, -2.06707], [0.92998, 2.92606, -0.85120], [-4.69779, 2.93579, 5.06457], [0.40991, -1.91809, -1.24094], [1.33143, -0.40460, -1.23112], [2.73891, -0.76531, 0.06144], [3.38629, 0.47199, 0.35430], [3.95836, 0.62576, 1.60612], [4.06213, -0.46499, 2.46316], [3.36751, -1.62406, 2.21544], [2.74962, -1.82242, 1.00452], [2.36218, -0.15073, -2.67247], [1.95260, 0.49772, -3.85524], [2.79761, 0.41433, -4.95007], [4.05653, -0.17171, -4.83856], [4.39665, -0.90616, -3.70388], [3.61605, -0.78044, -2.56957], [-0.40242, -1.87296, -1.94391], [-0.07085, -2.10454, -0.26159], [1.06845, -2.73252, -1.43201], [3.24199, 1.32067, -0.35807], [4.31895, 1.62797, 1.85379], [4.72884, -0.34367, 3.28706], [3.29645, -2.32830, 3.00722], [2.25079, -2.78101, 0.81337], [1.01596, 1.06165, -3.80737], [2.42842, 0.83536, -5.86819], [4.74385, -0.07661, -5.67265], [5.27135, -1.53726, -3.69881], [4.03796, -1.14647, -1.62037]],
  "homo_lumo_gap_ev": [5.41, 4.90],
  "de_lowest_kcal_mol": 88.1,
  "charge": 2
}

Entry 8:
{
  "formula": "CH3ClNO",
  "method": "ωB97M-V/def2-TZVPD",
  "species": ["C", "N", "O", "Cl", "H", "H", "H"],
  "coordinates": [[0.77512, 0.32517, 0.12988], [0.16692, -1.03966, -0.07060], [0.54653, -0.60308, 1.18151], [-2.34616, 0.84948, -0.83210], [0.08067, 1.20064, 0.00935], [1.68130, 0.39185, -0.29527], [-0.90438, -1.12440, -0.12276]],
  "homo_lumo_gap_ev": 8.20,
  "de_lowest_kcal_mol": 93.4,
  "charge": -1
}